# 1
The following is a quantum chemistry calculation of a structure of composition C20H60CsIO20, from the OMol25 dataset.

Structure (XYZ):
```
102
Properties=species:S:1:pos:R:3:forces:R:3:lowdin_charge:R:1
Cs 0.9382 -3.1947 0.3222 0.196 0.179 0.068 1.181
I -1.3628 0.1454 -1.5278 0.112 -0.195 0.059 0.198
O -0.9352 -3.2470 -2.9411 -0.504 0.898 -0.050 -0.141
O -1.3511 -5.1551 1.3939 0.423 0.294 2.178 -0.100
O -2.5581 -0.8041 4.7748 0.340 -1.332 0.068 -0.054
O 3.1261 1.6386 5.3855 -0.350 0.984 1.412 -0.124
O -2.3997 1.9735 4.1680 -0.238 -0.971 -0.310 -0.083
O -3.0871 3.7487 1.6693 -0.740 0.142 0.762 -0.038
O -0.3917 3.2161 1.9913 1.086 -0.329 -0.448 -0.092
O -0.9873 4.2656 -4.8492 0.217 -0.274 0.003 -0.044
O -1.8549 -2.5827 0.5934 -0.631 0.411 -0.768 -0.318
O 1.9392 -4.2249 -2.4654 -0.621 0.563 -0.116 -0.146
O 0.9551 2.3790 -5.6951 0.379 -0.298 -0.302 -0.095
O 1.4941 5.2715 2.3919 -0.210 -0.634 1.317 -0.057
O 3.7861 -0.7329 4.2999 0.385 -0.475 -0.257 -0.074
O -0.5314 -5.3974 -1.1544 -0.860 0.449 0.406 -0.177
O 1.3046 3.6012 5.0597 -1.263 -0.153 -0.162 -0.059
O 1.8216 0.6368 -3.7938 -1.403 -1.182 -0.302 -0.072
O -2.2319 3.6221 -1.1402 -0.369 0.474 0.381 -0.136
O 1.6412 -1.4283 2.7969 -1.148 0.398 -2.335 -0.176
O 1.1121 -2.4960 -5.1373 -0.688 -0.001 0.856 -0.041
O 2.1756 -1.1294 -1.5832 0.599 -0.024 -0.033 -0.227
C -0.2498 -2.0739 -4.9614 1.276 1.976 0.682 -0.237
C 1.7839 1.3997 5.9606 0.904 -0.980 0.928 -0.156
C 0.5483 3.6113 0.9602 -2.291 0.115 -1.372 -0.211
C -3.7349 2.9989 0.7016 -0.023 -0.743 -0.531 -0.290
C 1.1361 -5.3279 -2.8504 1.417 -1.306 -0.470 -0.256
C 3.8220 -0.5491 2.8926 -0.656 -0.534 0.187 -0.228
C 3.2317 -0.8446 -2.5266 -0.971 -3.290 -0.940 -0.231
C -1.2505 -2.9337 -4.3028 0.134 -0.599 0.949 -0.232
C -2.3534 0.9069 3.1733 -0.440 0.808 -0.717 -0.235
C -1.2954 3.2024 -5.7361 -0.811 0.909 -1.487 -0.265
C 0.7332 2.3034 5.2841 0.665 -0.377 0.909 -0.203
C 0.5600 -6.0856 -1.6509 0.943 -0.890 -1.767 -0.269
C -2.9375 -3.3598 1.1164 0.027 0.360 -1.258 -0.246
C -1.7481 -0.3512 3.7043 -2.749 -0.428 -0.775 -0.248
C 1.7797 4.2049 1.5132 1.575 0.501 -0.717 -0.268
C -0.4409 2.0000 -5.6447 1.745 -0.381 2.036 -0.210
C -3.5968 3.5040 -0.6715 0.982 0.406 -2.902 -0.251
C -2.3268 -4.3864 2.0347 -2.536 0.246 0.816 -0.265
C 3.0317 0.4427 -3.1855 1.873 4.083 1.434 -0.316
C 2.4038 -0.2701 2.4279 -0.432 -0.588 0.067 -0.205
H -0.8814 -4.8901 -1.9051 -0.271 0.370 0.260 0.067
H -2.9056 2.7117 3.7898 0.243 -0.282 -0.170 0.076
H -2.2067 -2.4168 -4.4411 -0.073 -0.033 0.437 0.131
H -2.7846 -0.0658 5.3294 -0.042 0.662 0.230 0.066
H 3.8884 0.7651 -3.7979 -0.062 -0.719 -0.290 0.131
H -0.7066 -1.7967 -5.8834 -0.076 0.309 -1.205 0.111
H -0.1099 2.4025 5.9836 0.158 0.056 -0.380 0.129
H -1.6594 1.2328 2.3823 -0.759 0.069 -0.301 0.100
H -0.0136 4.3917 0.3820 0.704 -0.617 0.038 0.133
H -1.2640 3.6784 -6.7322 0.625 -0.188 0.241 0.132
H 0.2670 -5.1035 -3.4662 0.217 0.487 -0.267 0.099
H 2.3626 3.4322 2.0240 0.199 -0.003 0.032 0.117
H 4.1651 -0.9630 -1.9613 -0.089 0.486 -0.400 0.126
H -0.9819 -2.3954 -2.4491 -0.038 -0.339 -0.059 -0.028
H -3.2676 -4.9071 2.4417 1.421 -0.246 -0.496 0.142
H 4.2474 -1.4707 2.4540 -0.567 0.241 0.125 0.134
H -0.1323 -1.1308 -4.3816 -0.208 -0.523 -0.235 0.096
H -1.6478 -5.4322 0.5529 -0.418 -0.481 -1.662 0.038
H -4.1424 2.8144 -1.3382 0.113 -0.135 0.174 0.116
H 1.9113 0.5934 2.9600 0.866 -0.347 -0.692 0.122
H -2.1610 3.6800 1.4850 1.326 0.040 0.133 0.030
H -3.6187 -2.6520 1.5454 -0.452 0.083 1.173 0.109
H 2.4066 4.6542 0.6965 -0.534 -0.683 0.526 0.142
H -3.4115 0.6047 2.8066 1.644 0.880 0.413 0.155
H 4.4644 0.2250 2.5677 0.910 1.199 -0.033 0.103
H -4.7822 3.0977 0.8618 -1.071 -0.453 0.658 0.115
H 2.2492 3.5102 5.0986 0.807 -0.229 -0.132 0.062
H 1.3436 -6.2212 -0.8926 -0.371 -0.150 0.023 0.122
H -2.3144 2.8574 -5.7569 -0.880 -0.026 0.884 0.113
H 1.9186 -1.7294 3.6339 0.779 -0.305 1.710 0.050
H 1.4118 -0.5647 -1.7545 -0.276 0.198 -0.280 -0.043
H 3.6566 1.9931 6.1329 -0.224 -0.430 -0.942 0.123
H -3.4269 1.9186 0.6336 -0.212 0.728 0.596 0.108
H -0.5630 1.2471 -6.4188 -0.356 0.228 -0.203 0.125
H 1.8197 -5.9843 -3.4545 -0.784 0.058 0.481 0.135
H -0.1044 3.7455 2.7330 -0.476 0.220 0.720 0.062
H -1.9238 -3.8955 2.9153 0.553 -0.001 -0.050 0.118
H 3.1313 1.2129 -2.3411 -0.212 -0.612 -0.524 0.137
H 2.3543 -0.1462 1.3161 -0.158 -0.051 0.885 0.126
H -0.5816 1.4901 -4.6436 -0.163 0.397 -0.893 0.102
H 1.6853 0.2737 5.8402 -0.715 1.446 0.091 0.136
H 0.7217 2.7269 0.3139 0.050 0.498 0.319 0.122
H -4.0069 4.4809 -0.9485 -0.095 0.073 0.853 0.125
H 0.2188 -7.0676 -2.0810 0.522 0.452 0.651 0.136
H 1.8413 1.6138 7.0762 -0.115 -0.204 -1.346 0.140
H 0.3656 1.8334 4.3820 -0.043 0.221 -0.465 0.084
H 1.7515 1.3249 -4.4791 0.396 0.004 0.006 0.057
H -3.6199 -3.8707 0.3665 1.233 0.326 0.048 0.138
H -1.0642 4.0419 -3.9123 -0.297 -0.368 -0.091 0.092
H -2.1599 -1.7395 0.1671 0.257 -0.845 0.274 -0.058
H 3.2207 -1.6685 -3.3500 0.011 1.056 1.293 0.137
H -0.7339 -0.2952 3.9463 1.768 0.237 0.583 0.080
H 1.8578 -3.5143 -3.1326 -0.129 -0.308 0.333 0.064
H 3.5715 0.1223 4.6955 0.168 0.245 0.137 0.020
H 1.1230 -3.1983 -5.7704 0.094 -0.735 -0.667 0.076
H -1.7622 2.7956 -1.0064 -0.036 -0.585 -0.053 -0.083
H -1.8642 -1.0677 2.8482 0.298 0.301 0.834 0.125
H -1.3428 -3.8831 -4.7883 -0.067 -0.750 -0.475 0.115
H 1.0887 3.2673 -5.3412 -0.498 0.035 0.005 0.094
H 1.4020 4.8335 3.2678 0.058 0.829 -0.353 0.064
```
Forces are in eV/Å.

Calculated values
Gap between HOMO and LUMO in eV: 8.09
HOMO in eV: -8.07
Strongest force on any atom in eV/Å: 4.7

=====

# 2
The following is a quantum chemistry calculation of a cluster of 10 separate species, C20H60O10 in total, from the OMol25 dataset.

Structure (XYZ):
```
90
Properties=species:S:1:pos:R:3:forces:R:3:lowdin_charge:R:1
O 2.2016 1.5969 -3.4396 -1.281 0.372 -1.353 -0.034
O 3.6173 -0.2965 -1.8503 1.536 3.237 -0.335 -0.024
O 0.2302 2.9719 1.6527 0.116 -2.110 0.268 -0.062
O -2.6794 1.5405 -1.7633 -3.608 1.237 -5.072 -0.021
O 1.4003 5.1958 0.3483 1.990 2.141 -1.992 -0.098
O -0.8026 1.0780 0.1685 -4.225 -12.630 -8.137 0.024
O -0.8223 -5.7835 -2.6249 -2.926 -0.263 -3.342 -0.145
O 0.3648 -3.2664 -3.2607 0.174 2.088 0.631 -0.076
O -3.1669 -1.1063 4.8688 5.624 1.462 -10.799 -0.023
O 2.6851 -2.6678 4.4031 -1.386 -2.631 1.926 -0.055
C -0.7818 -1.3204 -0.0889 7.759 -0.052 -4.317 -0.018
C -0.9243 5.3729 -0.3822 -0.027 -0.637 -1.812 -0.056
C -0.3719 1.7679 3.6615 3.510 -4.704 -0.249 -0.119
C -3.3309 2.6343 -1.2753 -0.569 0.598 1.348 -0.318
C 2.1264 -4.0911 2.8197 -0.930 -0.141 -1.220 -0.073
C 2.7790 -2.6889 3.0391 -4.827 -2.659 1.777 -0.306
C 0.3144 3.0044 -2.9774 1.707 -2.099 -0.254 -0.034
C 4.1357 -0.0248 -0.5807 4.723 0.704 -2.125 -0.252
C 0.4067 -1.3018 -4.5803 0.762 -4.601 0.396 -0.034
C -4.6875 2.8657 -1.9378 2.941 1.533 1.985 -0.057
C -0.0007 -0.0502 0.3544 -4.743 -1.080 0.563 -0.257
C -1.8787 -2.5708 3.4619 0.357 -3.579 -1.102 -0.113
C 4.4537 1.4609 -0.4866 4.693 -5.952 -0.290 -0.032
C 1.1639 1.7491 -2.5325 -3.502 1.354 -2.043 -0.309
C -1.0974 -5.4152 -0.2566 -0.369 -0.372 -1.869 -0.100
C 0.1238 2.9469 3.0537 0.798 6.588 1.265 -0.381
C 0.2142 5.9716 0.4757 -0.901 -2.677 -2.932 -0.302
C -1.7501 -5.3003 -1.6563 -1.799 0.008 0.236 -0.384
C -2.0110 -1.9675 4.8430 -0.931 0.971 -1.367 -0.255
C -0.1448 -2.7799 -4.4652 2.785 1.621 -2.260 -0.275
H -0.1722 -2.2992 0.1444 -0.990 1.930 -0.390 0.106
H -1.2846 1.2647 3.4582 -0.831 -0.083 -1.016 0.070
H -1.8404 5.9892 -0.6668 1.394 -0.487 0.725 0.100
H 0.4439 0.9057 -2.4110 0.560 0.031 -0.660 0.105
H 3.1242 -1.0465 -1.9549 -1.889 -3.157 0.050 0.051
H 0.2960 -0.7820 -5.4166 -1.166 1.600 -4.249 0.030
H -1.2188 -2.9919 -4.5713 0.119 0.731 -0.019 0.114
H -2.3891 -2.7290 5.5790 2.241 0.372 -0.168 0.138
H -3.3486 2.7312 -0.0892 -0.098 -0.425 -2.351 0.160
H -0.6497 1.7599 0.5612 3.650 12.137 7.693 -0.108
H 0.4597 3.7819 1.2095 0.597 0.637 0.455 0.032
H 3.7390 -2.7547 2.8495 4.851 -0.073 -2.062 0.061
H 0.9028 0.0971 -0.0213 3.907 0.171 -2.969 0.055
H 0.6092 1.0519 3.4202 -2.802 0.666 0.694 0.143
H 5.1845 -0.4632 -0.4831 -1.376 -0.437 0.071 0.135
H -2.0668 -5.2487 0.2940 1.820 0.853 0.815 0.082
H 5.2762 1.9266 -0.8858 1.749 0.392 -2.624 0.078
H -0.2944 5.2560 -1.2787 -1.120 -0.464 -0.537 0.054
H -5.0738 3.6943 -1.4612 -1.786 1.268 2.366 0.054
H 3.5499 -0.3010 0.2160 -1.650 -0.818 1.743 0.079
H -1.4418 -5.9524 -3.4775 2.482 0.441 2.740 0.169
H -0.9038 -3.1562 3.3143 -1.002 1.153 0.518 0.071
H -0.3348 1.8559 4.7132 0.117 0.361 1.252 0.064
H 2.7820 -4.8871 3.2623 -0.813 0.933 0.227 0.081
H 1.5110 1.8925 -1.5781 1.083 0.619 2.524 0.066
H -0.5380 3.8343 3.3254 0.415 -0.760 -0.178 0.127
H -0.7577 -1.2191 -1.2423 -0.308 -0.644 1.553 0.097
H -2.6037 -3.3558 3.1070 0.042 0.470 1.199 0.084
H -2.7776 3.4317 -1.7002 0.810 1.643 0.449 0.070
H 2.0214 5.8074 -0.1980 -1.315 -2.160 1.379 0.155
H 0.2583 -0.2095 1.3188 0.237 -0.107 3.869 0.058
H 1.1047 3.2358 3.7226 -1.615 -0.657 -2.223 0.163
H -2.7011 -5.9214 -1.6487 1.080 0.153 -0.136 0.108
H 2.2821 -1.8391 2.6482 -0.584 0.654 -1.143 0.097
H -0.1247 5.7718 1.3575 -1.493 -0.577 6.093 0.037
H -5.3327 2.1491 -2.1490 -2.885 -3.716 0.078 0.032
H 0.4164 -3.2811 -5.2919 -0.786 -0.249 0.223 0.113
H 2.8515 1.2857 -2.8701 2.650 -1.384 0.838 0.004
H -0.4702 3.0851 -2.3060 -2.287 -0.280 0.802 0.008
H -1.9764 -1.9390 2.6170 0.334 1.578 -0.359 0.037
H -1.7034 -1.4783 0.1697 -5.259 -0.192 2.067 -0.007
H -2.1824 1.0477 -1.2441 3.592 -2.916 4.487 -0.034
H -2.2371 -4.2427 -1.8969 1.738 -1.626 0.519 0.141
H 0.0336 2.8502 -4.0381 0.023 0.546 0.722 0.097
H 4.7536 1.5989 0.4424 0.781 0.521 5.112 0.043
H 1.4505 -1.1500 -4.4103 0.814 -0.801 0.678 0.079
H -0.1544 -4.7504 -0.3915 -1.821 -0.742 1.495 0.096
H -0.1134 -0.8169 -3.9127 -2.440 3.049 3.936 -0.003
H 0.8400 3.8977 -2.7268 0.971 0.759 -0.731 0.047
H -4.6907 3.4140 -2.7969 1.471 0.865 -3.449 0.046
H -1.3060 4.3058 -0.0769 0.996 2.160 -0.218 0.092
H 0.4164 6.9624 0.4177 0.284 3.075 -0.721 0.093
H 3.6551 1.8871 -0.5904 -8.577 5.519 -1.476 -0.023
H 0.2081 -4.1574 -3.3994 -0.178 -3.282 0.845 -0.001
H 2.3031 -4.2612 1.7547 -0.914 -0.414 -0.322 0.049
H -1.0753 -1.2785 4.7927 -1.192 -1.435 1.773 0.134
H -3.5601 -1.1684 5.5881 -5.456 -0.917 10.279 -0.069
H 2.9365 -1.8992 4.7862 1.303 3.796 1.691 0.031
H -0.8051 -6.4946 -0.0265 -0.230 1.462 -0.572 0.088
H 0.9520 -4.2222 3.1506 3.302 0.532 -0.914 0.114
```
Forces are in eV/Å.

Calculated values
Gap between HOMO and LUMO in eV: 9.64
Structure (SMILES): CCO.CCO.CCO.CCO.CCO.CCO.CCO.CCO.CCO.CCO
HOMO in eV: -9.19
Strongest force on any atom in eV/Å: 15.6